Model P:
Molecular formula: C4H6N
Method: DFT, ωB97M-V with the def2-TZVPD basis set

XYZ file:
```
11
C4H6N (ωB97M-V with the def2-TZVPD basis set)
H -2.11204 -0.66906 0.29029
C 0.48361 1.18088 -0.18447
H 0.39333 1.23071 -1.28687
H -1.03790 -1.77150 0.20125
C 1.30402 -0.04012 0.11118
C -1.11011 -0.77206 -0.16721
H 0.85171 1.92392 0.49977
N -0.11062 0.04259 0.50609
H -1.00349 -0.79786 -1.33498
C 2.42866 -0.52398 -0.16661
H -0.08716 0.19648 1.53156
```

- LUMO (Eh) = -0.23008
- net charge = +1
- HOMO-LUMO gap (eV) = 9.713

***

Model Q:
Molecular formula: C4H6N
Method: DFT, ωB97M-V with the def2-TZVPD basis set

XYZ file:
```
11
C4H6N (ωB97M-V with the def2-TZVPD basis set)
C 0.30887 1.06508 0.02964
H 0.99325 -1.42408 0.87997
H 2.44022 0.92360 -0.14255
C -2.00262 -0.18310 -0.02748
H 0.02425 2.09183 0.13419
H -2.59489 -1.06663 -0.26333
C -0.57896 -0.10184 -0.00644
N 1.49746 0.52960 -0.00851
H 1.23441 -1.59943 -0.88796
C 1.09304 -0.91374 -0.03586
H -2.41503 0.67870 0.32835
```

- LUMO (Eh) = -0.21632
- SMILES = C=C1C=[NH+]C1
- net charge = +1
- HOMO-LUMO gap (eV) = 9.190

***

Model R:
Molecular formula: C4H6N
Method: DFT, ωB97M-V with the def2-TZVPD basis set

XYZ file:
```
11
C4H6N (ωB97M-V with the def2-TZVPD basis set)
N -1.36441 -0.82333 -0.03719
H 1.16713 2.28555 0.19871
H 1.34791 0.70950 1.01092
C 0.63135 0.62099 -0.90941
H 2.65465 1.23966 -0.28380
C -1.96727 -1.71870 0.59976
H -2.00336 -1.70415 1.77229
C 1.56165 1.18699 0.05659
C -0.41245 -0.13937 -0.50264
H -2.54189 -2.46033 0.09598
H 0.92669 0.80319 -2.00119
```

- LUMO (Eh) = -0.21683
- SMILES = C=[N+]=C=CC
- net charge = +1
- HOMO-LUMO gap (eV) = 8.996

***

Model S:
Molecular formula: C4H6N
Method: DFT, ωB97M-V with the def2-TZVPD basis set

XYZ file:
```
11
C4H6N (ωB97M-V with the def2-TZVPD basis set)
N -0.45512 0.70068 0.23317
C -0.33662 -0.93633 0.30963
H -2.34832 -0.27023 0.35107
H -1.62903 -0.31937 -1.20827
H 1.69899 0.96906 0.62476
H 1.41018 0.89529 -0.95539
H -0.53467 1.28201 1.04279
H 1.73664 -1.72271 -0.13228
C 0.95523 -0.89849 -0.01358
C -1.49766 -0.29235 -0.19894
C 1.00039 0.59243 -0.05294
```

- LUMO (Eh) = -0.18589
- SMILES = C1=C2C[N@@H+]2C1
- net charge = +1
- HOMO-LUMO gap (eV) = 10.451

***

Pick model R: it beats the second-best structure by 0.0090 hartree.